Record 1
A structure of composition C27H31Cl5IIrN4P2 in a non-equilibrium geometry. Source: the OMol25 dataset; level of theory: ωB97M-V/def2-TZVPD.

Results
Net charge ... +3
Spin multiplicity ... 6
LUMO (spin up / spin down) ... -8.812 / -13.146 eV

Structure (XYZ):
```
71
Properties=species:S:1:pos:R:3:forces:R:3
Ir -1.0004 -1.0303 0.0811 -0.12 2.40 -1.41
C 2.6871 -1.6668 0.8353 -0.26 -0.15 -0.01
P 1.3982 -0.9790 -0.2616 1.51 -0.39 -0.94
C 1.8873 0.7586 -0.2995 0.70 0.82 0.07
N 3.1508 1.1070 -0.4867 0.33 -1.72 0.08
C 3.5445 2.3737 -0.5762 -1.46 1.26 0.20
C 4.8652 2.7626 -0.8040 1.19 0.73 -0.19
C 5.2206 4.1127 -0.9017 0.18 -2.32 0.02
C 4.2570 5.0918 -0.7795 -2.32 0.24 0.39
C 2.9208 4.7410 -0.5492 0.74 1.24 -0.17
C 2.5274 3.4079 -0.4452 1.25 -1.52 -0.16
N 1.2745 3.0191 -0.2245 -1.60 0.43 0.12
C 0.9208 1.7477 -0.1349 0.69 0.86 -0.29
P -0.8080 1.3202 0.1960 0.58 2.31 1.13
C -1.6612 2.5196 -0.8680 -0.23 -0.19 0.04
C -1.0918 1.8584 1.9783 0.00 -0.04 -0.40
C -0.4325 0.7979 2.8609 0.07 0.23 -0.18
C -2.6034 1.8741 2.1905 0.08 0.03 0.04
C -0.4947 3.2293 2.2636 0.09 -0.03 0.14
C 1.7568 -1.6139 -2.0106 -0.09 0.16 0.64
C 0.6111 -1.0939 -2.8703 0.19 -0.03 0.04
C 1.7086 -3.1367 -1.9427 0.05 0.03 -0.08
C 3.0956 -1.1232 -2.5405 -0.05 0.04 -0.13
H 3.6674 -1.3629 0.4618 -0.08 0.02 0.01
H 2.6326 -2.7539 0.8649 0.08 -0.06 0.01
H 2.5610 -1.2705 1.8447 0.04 0.03 -0.01
H 5.6122 1.9885 -0.9096 0.08 -0.01 0.01
H 6.2513 4.3750 -1.0761 0.12 0.01 -0.03
H 4.5200 6.1340 -0.8596 0.02 0.12 0.00
H 2.1593 5.5016 -0.4460 0.01 0.09 -0.02
H -1.3452 3.5256 -0.5833 0.05 -0.12 0.04
H -2.7379 2.4229 -0.7510 -0.10 0.05 -0.08
H -1.3867 2.3457 -1.9083 -0.03 0.02 0.05
H -0.8095 -0.2031 2.6154 -0.03 -0.16 0.10
H -0.6628 0.9963 3.9059 -0.03 -0.05 0.11
H 0.6520 0.8134 2.7515 0.10 -0.07 -0.03
H -3.0659 0.9542 1.8338 -0.14 -0.05 0.04
H -3.0663 2.7204 1.6908 -0.08 0.06 -0.10
H -2.8167 1.9704 3.2523 -0.06 0.00 0.14
H 0.5738 3.2600 2.0638 -0.04 0.05 0.03
H -0.6347 3.4592 3.3178 -0.09 0.02 0.17
H -0.9829 4.0166 1.6964 0.00 0.07 -0.11
H -0.3556 -1.3848 -2.4430 -0.09 -0.07 -0.09
H 0.6721 -1.5272 -3.8659 -0.01 -0.03 -0.15
H 0.6432 -0.0097 -2.9739 -0.07 0.12 0.02
H 0.7520 -3.4888 -1.5545 -0.07 -0.08 0.03
H 2.5160 -3.5455 -1.3407 0.08 -0.06 0.08
H 1.8220 -3.5395 -2.9459 0.01 -0.08 -0.15
H 3.1639 -0.0377 -2.5341 0.03 -0.09 -0.04
H 3.1964 -1.4478 -3.5743 0.04 -0.13 -0.13
H 3.9355 -1.5285 -1.9828 0.09 0.00 0.08
Cl -2.7720 -0.1801 -2.4038 0.12 -0.03 -0.22
C -3.7298 -0.6384 -1.0637 -1.81 0.44 -0.66
C -3.0401 -1.0106 0.0971 -0.49 -1.27 -0.34
C -3.8298 -1.4587 1.1626 -1.69 -0.09 0.33
Cl -3.0316 -1.9571 2.5965 0.10 -0.17 0.36
C -5.2259 -1.5181 1.1000 1.22 -0.24 1.28
Cl -6.1386 -2.0892 2.4223 0.16 0.11 -0.30
C -5.8861 -1.0769 -0.0720 -1.25 0.11 -0.33
Cl -7.5773 -1.0685 -0.1505 0.89 0.00 0.05
C -5.1210 -0.6392 -1.1765 1.15 0.49 -0.77
Cl -5.8828 -0.1225 -2.6119 0.08 -0.15 0.27
I -2.2045 -7.2150 0.5787 0.72 1.58 0.21
C -1.4022 -5.2913 0.7871 -0.77 -1.76 -0.39
C -0.4983 -4.8703 1.7533 0.61 0.51 0.62
N -0.2583 -3.5802 1.5141 0.12 -1.72 0.73
N -0.9504 -3.1307 0.4540 -0.72 -2.72 0.34
C -1.6503 -4.1590 -0.0039 0.14 0.79 -0.07
H -0.0442 -5.4139 2.5579 0.16 -0.09 0.28
H 0.3362 -2.9644 2.0556 0.07 0.05 -0.10
H -2.2973 -4.0783 -0.8551 -0.13 0.21 -0.23
```
Positions in Å, forces in eV/Å.

Record 2
A structure of composition C41H36BiCl2N12O6SSe. Source: the OMol25 dataset; level of theory: ωB97M-V/def2-TZVPD.

Results
Net charge ... -2
Spin multiplicity ... 2
ΔE to the lowest compared entry with this formula, charge and spin ... 4.0 kcal/mol
LUMO (spin up / spin down) ... 3.323 / 3.323 eV

Structure (XYZ):
```
100
Properties=species:S:1:pos:R:3:forces:R:3
Bi -0.0859 1.3545 0.3369 -0.22 -0.12 0.00
N -1.0621 2.6196 -3.9240 0.08 0.14 -0.11
C -1.0958 2.5509 -2.5385 0.01 -0.01 0.03
S 0.3198 3.1407 -1.6821 -0.13 0.06 -0.17
N -2.1820 2.0945 -2.0138 0.20 0.03 0.11
N -2.0863 1.9947 -0.6446 0.08 -0.19 -0.09
C -3.1705 2.1789 0.1018 -0.02 0.16 0.24
C -4.5230 2.1435 -0.4812 -0.10 -0.01 0.02
C -5.4866 3.1073 -0.1858 0.02 -0.02 0.01
C -6.7574 3.0390 -0.7396 -0.02 -0.03 -0.02
C -7.0853 2.0080 -1.6080 0.01 0.03 0.02
C -6.1263 1.0509 -1.9208 -0.01 -0.01 -0.02
C -4.8584 1.1180 -1.3712 0.04 -0.06 0.00
C -2.9113 2.4197 1.4773 -0.08 -0.10 0.00
C -3.9006 2.5063 2.4942 0.04 -0.02 -0.14
C -3.5368 2.8142 3.7718 0.03 0.03 0.09
C -2.1783 3.0398 4.0827 -0.09 0.01 0.02
C -1.2558 2.8422 3.0878 0.04 -0.10 -0.06
N -1.5868 2.5096 1.8325 0.06 0.07 -0.02
H -0.1252 2.6454 -4.2918 -0.01 -0.06 -0.01
H -1.6553 1.9261 -4.3545 -0.04 -0.01 -0.02
H -5.2298 3.9257 0.4735 0.02 0.03 0.03
H -7.4890 3.8002 -0.4966 -0.02 0.02 0.00
H -8.0749 1.9549 -2.0453 -0.02 0.00 0.00
H -6.3666 0.2469 -2.6062 0.00 -0.01 0.00
H -4.1034 0.3849 -1.6312 -0.02 0.03 -0.07
H -4.9316 2.3023 2.2454 -0.04 0.01 -0.02
H -4.2910 2.8678 4.5480 -0.01 0.00 0.01
H -1.8523 3.2962 5.0796 0.00 0.00 0.03
H -0.1943 2.9050 3.2820 0.06 0.01 0.00
Cl 0.7543 0.4818 5.7864 0.01 -0.09 -0.05
C -0.4980 -0.3080 4.8581 0.00 0.06 0.13
C -1.4680 -1.0391 5.5458 0.02 0.03 0.05
C -2.5139 -1.6156 4.8837 -0.07 -0.02 -0.03
Cl -3.7125 -2.5291 5.7893 0.06 0.03 -0.03
C -2.6582 -1.4459 3.4865 -0.10 -0.10 0.07
C -3.7370 -1.9495 2.7230 -0.02 -0.01 0.03
C -3.8018 -1.6853 1.3867 0.03 0.01 0.01
C -2.7899 -0.9059 0.7928 -0.12 -0.05 -0.07
N -1.7734 -0.4470 1.4781 0.07 0.04 -0.27
C -1.6735 -0.7044 2.8014 0.11 0.13 0.00
C -0.5067 -0.1268 3.4647 -0.02 -0.12 -0.01
O 0.3778 0.4863 2.8084 0.00 0.17 0.03
H -1.3894 -1.1360 6.6201 0.01 -0.01 0.02
H -4.5052 -2.5322 3.2160 0.01 0.01 0.00
H -4.6163 -2.0526 0.7771 -0.01 0.01 -0.01
H -2.8119 -0.6730 -0.2676 0.02 -0.06 0.13
C 2.6988 0.8085 -2.7591 -0.07 0.01 -0.05
N 3.1401 1.1499 -1.4087 -0.01 -0.12 0.13
C 3.7931 -0.0180 -0.8220 0.10 0.05 0.02
N 4.9466 -0.4681 -1.6206 -0.01 -0.01 -0.03
C 4.4620 -0.7698 -2.9689 0.00 -0.04 -0.02
N 3.8228 0.3802 -3.6115 0.04 0.01 -0.01
C 4.7951 1.4720 -3.6461 0.00 0.05 -0.05
N 5.2859 1.8447 -2.3183 -0.01 -0.01 -0.01
C 4.1225 2.2251 -1.4948 -0.09 0.16 -0.03
C 5.8832 0.6521 -1.7132 0.06 0.00 0.02
H 2.2309 1.6922 -3.1994 0.01 -0.07 0.03
H 1.9529 0.0154 -2.6960 0.02 0.01 -0.01
H 3.0715 -0.8270 -0.7290 -0.06 -0.04 0.00
H 4.1530 0.2489 0.1739 0.05 0.01 -0.06
H 3.7355 -1.5832 -2.9087 0.00 -0.01 0.00
H 5.3073 -1.0955 -3.5835 0.00 0.00 -0.01
H 4.3221 2.3458 -4.1024 0.01 -0.01 0.01
H 5.6475 1.1698 -4.2635 0.00 -0.01 0.00
H 3.6435 3.0986 -1.9436 -0.01 0.01 0.01
H 4.4632 2.4840 -0.4908 0.01 0.00 0.00
H 6.2264 0.9062 -0.7077 0.00 0.00 0.00
H 6.7439 0.3448 -2.3162 0.01 0.00 0.00
O 1.4833 -1.5788 0.8263 -0.18 0.03 -0.14
N 2.0542 -1.6902 1.9706 0.10 0.07 -0.06
C 2.8602 -0.7058 2.4272 0.00 -0.07 0.09
C 3.5113 -0.8281 3.6314 0.00 0.06 0.08
C 3.3204 -1.9546 4.4153 -0.03 0.00 -0.02
C 2.4594 -2.9356 3.9502 -0.03 -0.04 0.01
C 1.8383 -2.7856 2.7295 0.00 -0.05 0.09
H 2.9292 0.1623 1.7951 -0.03 0.03 0.04
H 4.1306 0.0003 3.9468 -0.01 0.01 -0.02
H 3.8043 -2.0501 5.3769 0.01 -0.01 0.01
H 2.2465 -3.8241 4.5290 0.01 0.01 0.01
H 1.1478 -3.4902 2.2922 0.01 0.00 0.01
O -2.1528 -1.1026 -2.1785 -0.15 -0.06 -0.10
C -0.9209 -1.1295 -2.0943 0.13 -0.15 -0.23
O -0.1361 -0.2662 -1.6181 0.01 0.09 0.33
C -0.2185 -2.3651 -2.6647 -0.05 0.04 0.01
C -0.7659 -3.0304 -3.7575 -0.01 -0.01 -0.02
C -0.1364 -4.1375 -4.2997 -0.11 0.07 -0.03
C 1.0319 -4.5800 -3.7052 0.19 -0.33 -0.14
C 1.5875 -3.9599 -2.6006 0.00 0.09 0.08
C 0.9574 -2.8366 -2.0878 0.04 -0.02 0.00
N 1.7036 -5.7690 -4.2686 -0.07 0.10 0.05
O 1.1959 -6.3011 -5.2480 0.32 0.06 0.35
O 2.7275 -6.1587 -3.7264 -0.36 0.01 -0.32
H -1.6972 -2.6636 -4.1678 -0.01 0.01 0.00
H -0.5336 -4.6597 -5.1580 0.01 0.02 0.02
H 2.4943 -4.3495 -2.1608 -0.01 0.01 -0.01
H 1.3539 -2.3321 -1.2163 0.01 0.04 0.01
Se 4.3132 2.8030 2.4945 -0.07 0.02 -0.05
C 2.6263 2.8918 1.8434 0.24 0.02 0.12
N 1.5430 2.9455 1.4250 0.10 0.10 0.05
```
Positions in Å, forces in eV/Å.